Record 1
78
Properties=species:S:1:pos:R:3:forces:R:3 method="wB97M-V/def2-TZVPD" spin_multiplicity=5 relative_energy_ev=0.9409 s_squared=6.04 e_lumo_ev="-5.479 / -9.057" homo_lumo_gap_ev="7.6 / 4.8" mol_weight_g_mol=753.16 charge=+2
Pd -0.457 0.130 -0.351 0.27 0.39 -0.39
C -1.818 -0.057 -3.165 0.06 -0.03 -0.22
Sb -0.473 -1.685 -2.825 -0.05 -0.10 0.07
C -0.861 -1.920 -0.744 -0.24 0.34 -0.02
C -0.102 -3.061 -0.176 0.01 0.15 0.14
C 0.713 -2.929 0.944 0.08 0.15 0.07
C 1.279 -4.069 1.492 -0.02 -0.10 -0.03
C 1.002 -5.298 0.912 0.00 0.16 0.03
C 0.186 -5.328 -0.209 0.12 -0.10 0.04
N -0.348 -4.241 -0.750 0.03 0.05 -0.15
Si -2.678 -1.911 -0.091 -0.04 -0.58 -0.17
C -2.550 -2.406 1.706 0.04 0.09 -0.11
C -3.653 -0.297 -0.235 0.29 0.08 0.04
C -3.577 -3.216 -1.084 0.04 0.17 0.08
C 1.572 -1.062 -3.319 -0.12 0.02 0.07
C 2.328 -0.561 -2.112 0.01 -0.06 -0.19
C 3.718 -0.459 -2.237 0.03 0.01 0.12
C 4.497 0.028 -1.212 -0.05 0.04 0.09
C 3.876 0.421 -0.035 -0.06 -0.02 -0.07
C 2.505 0.331 0.020 0.04 0.11 0.24
N 1.736 -0.125 -0.984 -0.17 0.03 0.18
Si 1.514 0.422 -4.591 0.00 -0.02 -0.05
C 0.222 0.157 -5.932 0.04 -0.03 0.22
C 1.282 1.991 -3.580 -0.02 -0.15 -0.05
C 3.139 0.603 -5.491 -0.09 -0.05 0.10
Si 2.354 -2.676 -4.140 -0.05 -0.03 -0.07
C 2.152 -4.088 -2.940 -0.08 0.15 0.05
C 4.173 -2.598 -4.570 -0.14 -0.01 0.03
C 1.372 -3.013 -5.697 0.05 0.08 0.15
H -2.686 -0.196 -2.528 0.08 -0.03 -0.02
H -2.140 -0.005 -4.200 0.01 0.02 -0.09
H -1.301 0.875 -2.920 -0.02 0.00 0.01
H 0.889 -1.949 1.385 -0.03 -0.20 -0.10
H 1.915 -4.001 2.364 0.02 -0.01 0.02
H 1.412 -6.212 1.310 0.05 -0.11 0.05
H -0.038 -6.263 -0.703 -0.02 -0.10 -0.03
H -1.912 -1.749 2.300 0.03 0.04 0.01
H -2.162 -3.418 1.804 0.04 -0.09 0.00
H -3.543 -2.388 2.151 -0.12 -0.01 0.05
H -3.117 0.648 -0.090 -0.05 -0.10 0.00
H -4.415 -0.347 0.543 -0.09 0.00 0.08
H -4.178 -0.239 -1.186 -0.08 0.03 -0.06
H -3.060 -4.170 -1.007 0.05 -0.06 0.01
H -3.636 -2.952 -2.142 0.00 0.03 -0.07
H -4.596 -3.343 -0.726 -0.16 -0.02 0.05
H 4.180 -0.758 -3.159 0.04 -0.03 -0.06
H 5.569 0.098 -1.328 0.05 0.00 0.00
H 4.430 0.801 0.808 0.03 0.02 0.06
H 1.981 0.651 0.918 0.14 -0.06 -0.18
H -0.587 -0.536 -5.717 -0.09 -0.08 0.08
H 0.722 -0.226 -6.817 0.07 -0.03 -0.12
H -0.230 1.107 -6.209 -0.06 0.15 -0.01
H 0.522 1.942 -2.802 -0.11 -0.04 0.07
H 1.041 2.825 -4.237 -0.04 0.09 -0.10
H 2.222 2.235 -3.084 0.09 0.02 0.04
H 3.387 -0.271 -6.089 -0.01 -0.05 -0.08
H 3.981 0.841 -4.847 0.10 0.01 0.07
H 3.024 1.434 -6.188 -0.04 0.13 -0.06
H 2.439 -3.811 -1.924 0.03 0.01 0.10
H 2.791 -4.915 -3.245 0.08 -0.07 -0.06
H 1.132 -4.467 -2.909 -0.13 -0.04 0.04
H 4.802 -2.739 -3.694 0.07 -0.03 0.09
H 4.510 -1.718 -5.107 0.04 0.07 -0.03
H 4.350 -3.455 -5.221 0.01 -0.11 -0.08
H 0.294 -2.908 -5.581 -0.13 -0.01 0.02
H 1.552 -4.044 -5.997 0.05 -0.13 -0.02
H 1.676 -2.381 -6.527 0.04 0.10 -0.09
S -0.457 0.881 1.969 0.03 -0.04 0.17
C -0.975 2.371 1.317 0.00 0.00 -0.05
C -1.344 3.467 2.097 -0.03 0.09 -0.10
C -1.788 4.612 1.448 0.02 -0.05 0.04
C -1.838 4.618 0.068 0.03 -0.04 0.00
C -1.442 3.475 -0.646 0.09 -0.10 0.01
N -1.022 2.379 -0.045 -0.03 -0.02 0.07
H -1.284 3.407 3.172 0.00 0.00 0.13
H -2.090 5.481 2.013 -0.01 0.04 0.04
H -2.176 5.487 -0.474 -0.03 0.06 -0.04
H -1.468 3.466 -1.728 -0.01 -0.01 -0.01



Record 2
90
Properties=species:S:1:pos:R:3:forces:R:3 method="wB97M-V/def2-TZVPD" spin_multiplicity=5 s_squared=6.03 e_lumo_ev="-1.756 / -4.170" homo_lumo_gap_ev="7.9 / 5.9" mol_weight_g_mol=977.01 charge=+1
Pt -1.582 -0.403 0.935 0.41 -0.13 -0.11
C 1.431 2.925 4.851 -0.02 -0.03 -0.07
C 2.470 1.824 4.638 -0.05 -0.02 0.03
C 3.841 2.375 5.016 0.05 0.00 -0.03
C 2.185 0.590 5.495 -0.02 -0.02 -0.06
N 2.488 1.427 3.186 0.05 0.05 0.07
C 3.606 1.537 2.367 -0.03 0.04 0.12
C 3.261 1.110 1.145 -0.10 -0.09 -0.06
N 1.931 0.725 1.194 -0.07 -0.02 -0.04
B 1.116 0.270 -0.011 0.20 0.01 0.05
N 0.914 1.384 -1.040 -0.01 -0.07 -0.09
C 1.769 1.814 -2.045 -0.05 -0.12 0.16
C 1.186 2.846 -2.670 -0.12 0.05 -0.02
N -0.043 3.069 -2.063 0.04 0.09 0.01
C -0.185 2.183 -1.042 0.18 0.07 -0.24
S -1.482 2.139 0.081 -0.11 -0.02 0.01
C -0.996 4.164 -2.463 -0.07 0.04 -0.01
C -1.074 5.192 -1.336 0.03 -0.04 0.05
C -0.463 4.849 -3.721 0.10 -0.09 0.03
C -2.371 3.573 -2.787 0.04 -0.10 0.01
N 1.561 -1.094 -0.565 -0.05 0.04 -0.08
C 2.464 -1.393 -1.573 -0.06 0.10 0.13
C 2.635 -2.723 -1.596 -0.10 -0.17 0.07
N 1.825 -3.272 -0.609 0.05 -0.02 -0.01
C 1.167 -2.256 0.020 0.22 -0.14 -0.20
S 0.077 -2.399 1.344 -0.05 -0.09 -0.18
C 1.806 -4.740 -0.258 -0.03 -0.02 0.04
C 2.311 -4.913 1.175 -0.05 0.04 -0.02
C 2.743 -5.492 -1.201 0.01 0.11 -0.03
C 0.398 -5.308 -0.435 0.00 0.07 0.01
C 1.459 0.922 2.452 0.20 -0.05 -0.09
S -0.116 0.571 3.030 -0.30 -0.03 0.07
H 1.473 3.258 5.889 0.01 -0.01 -0.03
H 0.422 2.575 4.644 0.01 0.02 0.00
H 1.645 3.778 4.204 -0.01 -0.01 0.04
H 3.803 2.669 6.064 0.00 -0.01 -0.02
H 4.102 3.261 4.434 0.00 -0.03 0.03
H 4.627 1.624 4.914 -0.02 0.04 0.00
H 2.224 0.870 6.548 0.01 0.01 -0.03
H 2.940 -0.178 5.314 -0.02 0.02 0.02
H 1.203 0.172 5.287 0.03 0.00 0.01
H 4.552 1.907 2.711 -0.06 -0.01 0.04
H 3.855 1.036 0.248 -0.06 0.01 0.05
H 0.013 0.063 0.446 0.19 0.13 -0.14
H 2.733 1.375 -2.229 -0.04 0.02 0.03
H 1.554 3.427 -3.494 -0.08 0.04 0.03
H -0.091 5.629 -1.143 -0.04 -0.01 -0.02
H -1.444 4.744 -0.415 0.00 0.03 -0.01
H -1.758 5.991 -1.626 0.02 -0.02 0.00
H 0.492 5.347 -3.544 -0.02 -0.02 -0.02
H -1.180 5.613 -4.017 0.01 -0.01 0.02
H -0.361 4.147 -4.552 -0.01 0.04 0.01
H -2.898 3.248 -1.894 0.02 -0.02 -0.01
H -2.275 2.717 -3.459 0.00 0.08 0.01
H -2.968 4.342 -3.279 0.00 -0.02 0.01
H 2.914 -0.650 -2.204 -0.03 -0.02 0.04
H 3.256 -3.315 -2.241 -0.03 -0.02 0.05
H 3.307 -4.478 1.284 -0.02 -0.02 0.00
H 2.372 -5.978 1.405 0.01 0.04 -0.02
H 1.643 -4.447 1.896 0.02 0.00 0.00
H 3.779 -5.167 -1.095 -0.01 -0.01 -0.02
H 2.434 -5.397 -2.244 0.03 -0.02 0.02
H 2.702 -6.549 -0.940 -0.01 0.03 0.00
H -0.320 -4.838 0.234 0.03 -0.01 0.01
H 0.423 -6.376 -0.210 -0.01 0.04 -0.02
H 0.063 -5.181 -1.467 0.05 -0.07 0.06
O -8.359 -1.307 2.226 0.06 0.00 -0.01
C -7.183 -1.198 2.081 -0.08 -0.02 0.00
S -6.158 -2.465 1.346 -0.01 0.04 0.03
C -4.655 -1.607 1.485 0.03 -0.09 -0.04
C -4.701 -0.328 2.038 -0.09 0.10 0.06
S -3.356 0.646 2.297 0.03 0.03 -0.14
S -6.261 0.255 2.547 0.02 -0.04 -0.02
S -3.227 -2.372 1.019 0.07 0.10 0.14
C -0.609 -0.327 -3.623 0.08 -0.04 0.03
O -1.547 0.212 -2.687 0.03 0.07 0.02
P -2.206 -0.688 -1.518 -0.42 0.20 0.23
O -2.444 -2.044 -2.344 -0.03 -0.17 0.19
C -1.902 -3.331 -2.018 0.01 0.11 -0.03
O -3.652 -0.039 -1.413 0.08 -0.10 -0.25
C -4.550 0.029 -2.537 0.00 -0.01 0.00
H -1.032 -1.181 -4.150 -0.03 0.01 0.00
H 0.317 -0.627 -3.126 -0.05 0.01 0.01
H -0.388 0.465 -4.335 0.00 0.02 0.02
H -1.595 -3.388 -0.976 0.01 0.10 0.04
H -1.045 -3.530 -2.662 0.00 0.05 -0.02
H -2.674 -4.072 -2.207 -0.03 0.00 0.02
H -5.221 0.863 -2.349 -0.01 -0.01 0.02
H -5.115 -0.898 -2.608 0.00 -0.01 0.02
H -4.006 0.200 -3.465 0.04 0.03 0.00



Record 3
77
Properties=species:S:1:pos:R:3:forces:R:3 method="wB97M-V/def2-TZVPD" e_lumo_ev=-4.373 homo_lumo_gap_ev=6.2 mol_weight_g_mol=655.79 charge=+1
C 1.434 -3.379 3.714 0.17 0.10 -0.22
Si 0.602 -1.803 3.079 -0.81 0.41 0.37
C -1.174 -2.175 2.569 -0.03 0.01 0.16
C 0.549 -0.504 4.446 -0.10 -0.08 0.06
Si 1.694 -0.875 1.206 -0.02 -0.31 -0.48
Si 3.860 -0.310 1.889 0.28 0.59 -0.35
C 4.177 -0.889 3.646 0.07 -0.11 -0.09
C 4.995 -1.143 0.638 0.26 0.12 0.28
C 4.139 1.561 1.867 0.28 0.10 0.00
Si 1.578 -2.542 -0.406 0.09 -0.10 -0.42
C 2.526 -4.073 0.149 -0.03 0.03 -0.06
C -0.250 -2.932 -0.653 0.06 -0.03 -0.19
C 2.311 -1.882 -2.018 -0.07 -0.18 -0.06
O 0.774 0.536 0.265 1.12 2.43 -0.42
C 1.156 1.713 -0.170 -0.51 -1.80 2.39
C 0.384 2.883 0.326 -0.79 0.03 -0.51
C 2.499 1.938 -0.745 0.05 -1.36 1.47
H 0.850 -3.734 4.577 0.09 0.15 -0.22
H 1.445 -4.181 2.966 -0.04 0.18 0.21
H 2.462 -3.212 4.055 -0.27 -0.07 -0.06
H -1.790 -2.197 3.480 0.06 -0.05 -0.26
H -1.572 -1.392 1.908 0.04 -0.22 0.17
H -1.273 -3.143 2.061 -0.01 0.26 0.15
H -0.152 -0.858 5.219 0.22 0.18 -0.13
H 1.523 -0.328 4.918 -0.31 -0.04 -0.09
H 0.171 0.454 4.059 0.06 -0.22 0.14
H 5.188 -0.543 3.910 -0.21 -0.15 -0.01
H 3.473 -0.457 4.368 0.23 -0.11 -0.23
H 4.152 -1.982 3.734 0.07 0.25 0.04
H 6.021 -0.829 0.886 -0.11 -0.21 -0.17
H 4.941 -2.238 0.710 0.08 0.30 -0.04
H 4.793 -0.850 -0.402 0.02 -0.03 0.29
H 5.127 1.775 2.299 -0.30 -0.04 0.16
H 4.172 1.978 0.856 0.19 -0.25 0.56
H 3.366 2.094 2.447 0.32 -0.10 -0.12
H 2.497 -4.794 -0.681 0.04 0.09 0.21
H 3.577 -3.857 0.372 -0.22 -0.09 -0.07
H 2.078 -4.551 1.027 0.09 0.08 -0.23
H -0.380 -3.364 -1.656 -0.06 0.06 0.23
H -0.625 -3.655 0.082 0.11 0.18 -0.21
H -0.867 -2.024 -0.592 0.11 -0.25 -0.04
H 2.348 -2.703 -2.752 -0.03 0.24 0.12
H 1.685 -1.083 -2.439 0.10 -0.15 0.07
H 3.330 -1.496 -1.903 -0.20 -0.10 0.00
H 0.412 3.711 -0.395 0.03 -0.11 0.21
H -0.647 2.599 0.567 0.22 0.11 -0.08
H 0.858 3.238 1.267 -0.01 -0.32 -0.52
H 2.920 2.734 -0.107 -0.18 -0.37 -0.15
H 3.015 0.963 -0.564 -0.17 0.81 -0.03
Br 2.723 8.307 -1.013 0.14 -0.30 -0.38
C 2.924 6.585 -1.805 -0.19 -0.49 0.00
C 1.831 5.994 -2.463 0.53 0.05 -0.10
C 1.877 4.627 -2.760 0.11 0.29 0.49
C 2.971 3.858 -2.354 -0.13 -0.35 0.04
C 2.790 2.322 -2.161 0.39 0.78 -2.68
C 4.072 1.617 -2.533 0.03 -1.31 0.03
C 4.144 0.697 -3.523 -0.32 0.84 1.12
C 5.375 0.121 -4.034 0.89 -0.79 -0.51
C 5.330 -1.027 -4.865 0.26 0.59 0.22
C 6.479 -1.493 -5.506 0.33 0.44 0.14
C 7.691 -0.788 -5.343 -0.79 -0.09 0.59
Br 9.230 -1.358 -6.287 -0.18 0.09 0.15
C 7.768 0.301 -4.457 -0.30 -0.42 -0.22
C 6.617 0.744 -3.802 -0.16 -0.47 -0.56
C 4.167 4.523 -2.020 -0.57 0.24 0.47
C 4.129 5.881 -1.662 -0.36 -0.15 -0.56
H 0.973 6.596 -2.759 0.17 -0.14 0.23
H 1.063 4.141 -3.300 -0.03 0.16 0.38
H 1.979 1.986 -2.844 0.46 0.14 0.31
H 4.894 1.714 -1.781 -0.39 0.31 -1.08
H 3.216 0.335 -3.972 0.16 0.42 -0.24
H 4.368 -1.522 -5.027 0.35 0.11 0.02
H 6.438 -2.378 -6.144 0.04 0.34 0.16
H 8.721 0.797 -4.306 -0.14 -0.02 -0.03
H 6.647 1.618 -3.158 0.17 -0.08 -0.17
H 5.114 3.985 -2.024 -0.23 0.08 0.40
H 5.024 6.393 -1.309 -0.27 -0.17 -0.07